Record 1
Here is a molecular structure, C9H9FeI2MnNO4SSe from the OMol25 dataset. Energies are from ωB97M-V/def2-TZVPD.

Values from the calculation:
- Kohn-Sham gap (alpha / beta) (eV) = 5.92 / 6.08
- expectation value of S² = 25.1296
- highest occupied orbital energy (alpha / beta) (eV) = -23.76 / -24.13
- net charge = +4
- multiplicity = 10

Each line ends with the Löwdin charge.
Atoms and positions in Å:
I  1.194  -3.123  -0.094  1.18
I  1.758  2.822  0.299  1.10
Mn  -0.272  1.347  -0.088  -0.09
Fe  -0.076  -1.034  -0.105  -0.22
S  1.061  0.139  -1.444  0.80
C  -1.492  -1.577  -1.067  -0.18
C  -1.481  -2.318  1.539  0.03
C  0.688  0.018  -3.342  -0.72
C  1.603  1.070  -3.965  -0.05
C  -0.769  0.309  -3.651  -0.05
C  1.082  -1.391  -3.766  -0.06
C  -0.975  2.132  1.371  -0.20
C  -1.622  1.914  -1.064  -0.10
O  -1.520  -2.918  2.510  0.21
O  -2.146  -2.339  -1.664  0.25
O  -1.446  2.690  2.280  0.27
O  -2.482  2.503  -1.605  0.29
H  1.461  1.094  -5.054  0.15
H  2.657  0.845  -3.759  0.11
H  1.382  2.067  -3.567  0.10
H  -0.948  0.074  -4.710  0.15
H  -1.014  1.361  -3.475  0.09
H  -1.440  -0.312  -3.047  0.06
H  0.950  -1.488  -4.855  0.14
H  0.468  -2.152  -3.273  0.07
H  2.132  -1.593  -3.518  0.11
Se  0.616  0.137  4.341  1.36
C  0.415  -0.048  2.628  -0.65
N  0.215  -0.232  1.446  -0.14

---

Record 2
Here is a gas-phase ion, C9H9IN (charge +1) from the OMol25 dataset. Energies are from ωB97M-V/def2-TZVPD.

Values from the calculation:
- Kohn-Sham gap (alpha / beta) (eV) = 7.68 / 7.68
- energy relative to the best compared isomer or geometry (same formula, charge and spin) (kcal/mol) = 101.74
- highest occupied orbital energy (alpha / beta) (eV) = -12.55 / -12.55
- net charge = +1

Each line ends with the Löwdin charge.
Atoms and positions in Å:
C  1.451  -2.192  -0.406  -0.04
C  1.341  -1.451  -1.538  -0.06
C  0.866  -1.755  0.799  0.00
C  0.688  -0.256  -1.614  0.02
C  0.225  -0.530  0.828  -0.23
C  0.168  0.142  -0.390  -0.21
C  -0.407  2.412  -0.891  0.19
C  -0.369  0.103  2.116  0.17
C  -1.739  1.231  0.542  -0.62
N  -0.627  1.321  -0.304  -0.20
I  -3.300  0.000  -0.125  0.92
H  1.953  -3.133  -0.287  0.12
H  1.886  -1.836  -2.424  0.14
H  1.014  -2.276  1.834  0.17
H  0.480  0.058  -2.540  0.10
H  -1.051  3.145  -0.699  0.08
H  0.593  2.527  -1.446  0.17
H  -0.993  -0.594  2.711  0.09
H  0.020  0.925  2.789  0.11
H  -2.199  2.159  1.046  0.09

---

Record 3
Here is a molecular structure, C9H9N from the OMol25 dataset. Energies are from ωB97M-V/def2-TZVPD.

Values from the calculation:
- Kohn-Sham gap (alpha / beta) (eV) = 5.29 / 5.29
- energy relative to the best compared isomer or geometry (same formula, charge and spin) (kcal/mol) = 237.47
- highest occupied orbital energy (alpha / beta) (eV) = -6.03 / -6.03
- net charge = 0

Each line ends with the Löwdin charge.
Atoms and positions in Å:
C  -0.084  0.580  1.199  -0.11
C  -1.354  0.553  0.666  -0.11
C  -0.623  1.678  -1.559  0.21
C  0.963  0.726  0.221  -0.29
C  -1.171  0.581  -0.836  -0.29
C  0.351  0.630  -1.100  -0.21
C  -1.569  -2.455  -0.331  -0.03
C  -0.383  -1.966  -0.211  0.07
C  2.388  0.964  0.418  -0.10
N  -0.444  -0.441  -1.462  0.13
H  0.237  0.414  2.203  0.11
H  -2.184  0.010  1.093  0.07
H  -0.751  2.782  -1.491  0.13
H  -2.063  -3.120  0.364  0.07
H  -2.139  -2.297  -1.216  0.06
H  0.398  -1.903  0.491  0.07
H  2.635  1.073  1.471  0.08
H  3.143  0.281  0.021  0.07
H  2.651  1.909  0.058  0.05

---

Record 4
Here is C9H9N in the gas phase from the OMol25 dataset. Energies are from ωB97M-V/def2-TZVPD.

Values from the calculation:
- Kohn-Sham gap (eV) = 9.84
- energy relative to the best compared isomer or geometry (same formula, charge and spin) (kcal/mol) = 61.16
- highest occupied orbital energy (eV) = -8.85
- SMILES = C[C@]1(c2ccccc2)C=N1
- net charge = 0

Each line ends with the Löwdin charge.
Atoms and positions in Å:
C  -2.810  0.190  0.116  -0.09
C  -2.090  -0.963  0.527  -0.09
C  -2.075  1.309  -0.211  -0.12
C  -0.736  -0.989  0.541  -0.07
C  -0.692  1.355  -0.236  -0.03
C  -0.063  0.184  0.229  -0.15
C  2.397  1.206  -0.167  -0.12
C  1.480  0.107  0.071  -0.43
C  2.100  -1.248  -0.359  -0.06
N  2.329  0.896  1.049  0.18
H  -3.855  0.236  0.452  0.11
H  -2.658  -1.848  0.851  0.11
H  -2.762  2.108  -0.575  0.11
H  -0.127  -1.887  0.683  0.11
H  -0.262  2.288  -0.564  0.11
H  2.992  1.802  -1.004  0.16
H  3.179  -1.035  -0.599  0.08
H  1.347  -1.665  -1.170  0.12
H  2.307  -2.045  0.367  0.06

---

Record 5
Here is C9H9N in the gas phase from the OMol25 dataset. Energies are from ωB97M-V/def2-TZVPD.

Values from the calculation:
- Kohn-Sham gap (alpha / beta) (eV) = 4.46 / 6.07
- energy relative to the best compared isomer or geometry (same formula, charge and spin) (kcal/mol) = 0.00
- expectation value of S² = 2.0242
- highest occupied orbital energy (alpha / beta) (eV) = -3.58 / -8.54
- net charge = 0
- multiplicity = 3

Each line ends with the Löwdin charge.
Atoms and positions in Å:
C  -2.975  0.103  -0.300  -0.08
C  -2.207  1.237  -0.355  -0.08
C  -2.320  -1.117  -0.056  -0.09
C  -0.830  1.273  -0.161  -0.03
C  -0.985  -1.018  0.134  -0.07
C  -0.169  0.081  0.026  -0.27
C  3.001  0.392  -0.501  -0.07
C  2.031  1.158  0.142  -0.07
C  2.230  -0.883  -0.368  -0.09
N  1.190  0.019  0.423  0.05
H  -3.940  0.221  -0.657  0.08
H  -2.690  2.143  -0.426  0.08
H  -2.730  -2.102  0.049  0.09
H  -0.380  2.190  -0.098  0.07
H  -0.610  -1.932  0.459  0.09
H  3.949  0.654  -0.860  0.07
H  2.029  2.066  0.575  0.06
H  2.014  -1.288  -1.415  0.14
H  2.576  -1.697  0.343  0.12

---

Record 6
Here is a gas-phase ion, C9H9N2 (charge +1) from the OMol25 dataset. Energies are from ωB97M-V/def2-TZVPD.

Values from the calculation:
- Kohn-Sham gap (eV) = 6.99
- energy relative to the best compared isomer or geometry (same formula, charge and spin) (kcal/mol) = 147.95
- highest occupied orbital energy (eV) = -13.15
- net charge = +1

Each line ends with the Löwdin charge.
Atoms and positions in Å:
C  2.523  0.483  -0.263  -0.02
C  2.070  -0.829  -0.473  0.00
C  1.631  1.399  0.120  0.01
C  0.799  -1.199  -0.475  -0.01
C  0.312  1.061  0.553  -0.21
C  -0.135  -0.289  0.033  -0.03
C  -2.200  -1.744  0.329  0.10
C  -2.189  0.682  -0.883  -0.01
C  -1.522  -0.707  -0.097  -0.16
N  -0.615  2.097  0.129  0.03
N  -1.758  1.778  -0.510  0.03
H  3.572  0.854  -0.427  0.15
H  2.801  -1.619  -0.934  0.18
H  1.917  2.410  0.348  0.14
H  0.606  -2.216  -0.675  0.13
H  0.231  0.859  1.611  0.20
H  -3.255  -2.140  0.245  0.12
H  -1.739  -2.378  1.046  0.07
H  -3.248  0.497  -1.262  0.15
H  -0.470  3.052  0.253  0.13

---

Record 7
Here is 2 unconnected molecules or ions with the total composition C9H9N2O4 from the OMol25 dataset. Energies are from ωB97M-V/def2-TZVPD.

Values from the calculation:
- Kohn-Sham gap (alpha / beta) (eV) = 7.01 / 7.01
- energy relative to the best compared isomer or geometry (same formula, charge and spin) (kcal/mol) = 63.91
- highest occupied orbital energy (alpha / beta) (eV) = -4.46 / -4.46
- net charge = -1

Each line ends with the Löwdin charge.
Atoms and positions in Å:
C  -1.450  1.720  -0.365  0.00
C  -2.306  0.701  -0.095  -0.12
C  -0.098  1.270  -0.346  -0.19
C  -0.215  -0.193  -0.027  -0.15
C  1.023  1.816  -0.785  -0.09
C  -3.850  0.628  -0.107  -0.74
C  0.616  -1.245  0.260  0.01
C  2.224  1.066  -1.167  -0.12
C  0.365  -2.536  0.931  -0.10
N  -1.581  -0.482  -0.063  0.13
N  2.369  -0.798  1.253  -0.30
O  -4.299  -0.335  -0.728  -0.04
O  -4.452  1.534  0.437  -0.02
O  2.642  0.326  1.690  -0.01
O  3.061  -1.794  1.417  -0.03
H  -1.786  2.724  -0.383  0.11
H  0.884  2.807  -1.097  0.09
H  2.836  1.647  -1.985  0.11
H  1.966  0.041  -1.462  0.07
H  3.067  0.947  -0.553  0.03
H  -0.473  -2.260  1.593  0.09
H  1.280  -2.920  1.443  0.07
H  0.156  -3.314  0.176  0.08
H  -1.980  -1.348  -0.036  0.11

---

Record 8
Here is C9H9N3O in the gas phase from the OMol25 dataset. Energies are from ωB97M-V/def2-TZVPD.

Values from the calculation:
- Kohn-Sham gap (alpha / beta) (eV) = 5.48 / 5.08
- energy relative to the best compared isomer or geometry (same formula, charge and spin) (kcal/mol) = 24.45
- expectation value of S² = 2.0194
- highest occupied orbital energy (alpha / beta) (eV) = -4.90 / -8.93
- net charge = 0
- multiplicity = 3

Each line ends with the Löwdin charge.
Atoms and positions in Å:
C  -1.718  0.458  2.150  -0.19
C  2.688  0.156  -1.536  -0.11
C  2.098  -0.672  -2.522  -0.10
C  1.837  0.887  -0.755  -0.05
C  0.738  -0.815  -2.555  -0.17
C  0.441  0.705  -0.907  -0.29
C  -0.400  0.729  1.682  -0.29
C  0.718  -0.153  2.155  0.03
C  -0.379  1.286  0.163  -0.40
N  -2.751  0.211  2.539  0.19
N  -0.076  -0.163  -1.752  0.06
N  -1.748  1.409  -0.176  0.16
O  -0.073  2.137  1.240  0.09
H  3.758  0.195  -1.301  0.10
H  2.801  -1.355  -3.128  0.12
H  2.262  1.595  0.061  0.15
H  0.227  -1.515  -3.220  0.11
H  0.561  -1.088  1.476  0.16
H  0.580  -0.226  3.179  0.07
H  1.551  0.497  2.042  0.08
H  -1.881  0.569  -0.867  0.15
H  -2.083  2.291  -0.528  0.12

---

Record 9
Here is 2 unconnected molecules or ions with the total composition C9H9N3O2 from the OMol25 dataset. Energies are from ωB97M-V/def2-TZVPD.

Values from the calculation:
- Kohn-Sham gap (eV) = 8.72
- energy relative to the best compared isomer or geometry (same formula, charge and spin) (kcal/mol) = 109.09
- highest occupied orbital energy (eV) = -8.86
- SMILES = O=c1cc[nH]c(=O)[nH]1.c1ccncc1
- net charge = 0

Each line ends with the Löwdin charge.
Atoms and positions in Å:
C  3.159  -0.746  0.155  -0.49
C  1.705  -1.229  0.204  0.03
C  0.708  -0.368  -0.128  -0.16
C  2.198  1.446  0.149  -0.43
C  -1.545  -1.169  0.785  -0.13
C  -1.698  -1.130  -0.596  -0.18
C  -2.407  -0.133  -1.214  -0.07
C  -2.861  0.906  -0.403  -0.04
C  -2.582  0.798  0.979  -0.18
H  4.105  1.125  0.237  0.16
H  1.823  -2.449  0.544  0.19
H  -0.315  -0.523  -0.448  0.01
H  0.292  1.785  -0.604  0.26
H  -1.120  -2.040  1.232  0.11
H  -1.213  -1.868  -1.309  0.16
H  -2.411  -0.125  -2.247  0.09
H  -3.602  1.551  -0.833  0.10
H  -2.914  1.605  1.656  0.11
N  3.288  0.569  0.334  0.21
N  0.947  0.951  -0.127  0.10
N  -1.948  -0.138  1.633  0.10
O  4.095  -1.530  -0.027  0.04
O  2.298  2.710  0.028  0.00

---

Record 10
Here is C9H9N3O2 in the gas phase from the OMol25 dataset. Energies are from ωB97M-V/def2-TZVPD.

Values from the calculation:
- Kohn-Sham gap (eV) = 8.47
- energy relative to the best compared isomer or geometry (same formula, charge and spin) (kcal/mol) = 83.24
- highest occupied orbital energy (eV) = -8.75
- SMILES = CCOC(=O)c1cn2ccncc2n1
- net charge = 0

Each line ends with the Löwdin charge.
Atoms and positions in Å:
C  3.962  0.038  0.832  -0.07
C  3.516  -0.482  -0.557  -0.14
C  1.504  0.736  -0.407  -0.46
C  -0.027  0.503  -0.228  -0.17
C  -0.582  -0.659  -0.149  -0.03
C  -3.117  -1.203  -0.072  -0.06
C  -4.345  -0.613  -0.060  -0.19
C  -3.405  1.450  -0.057  -0.03
C  -2.133  0.973  -0.210  -0.25
H  3.388  -0.321  1.697  0.09
H  4.906  -0.334  1.074  0.04
H  4.172  1.114  0.949  0.08
H  3.672  -1.513  -0.706  0.10
H  3.986  0.027  -1.412  0.13
H  -0.263  -1.602  0.324  0.16
H  -2.901  -2.316  -0.083  0.14
H  -5.213  -1.343  0.102  0.12
H  -3.687  2.455  0.113  0.10
N  -1.951  -0.469  -0.095  0.01
N  -4.617  0.725  0.040  0.08
N  -0.939  1.575  -0.224  0.18
O  2.034  -0.494  -0.632  -0.03
O  2.039  1.751  -0.240  0.17

---

no.,calculated total energy (eV)
1,-177194.40184
2,-19058.60226
3,-10958.14258
4,-10965.78812
5,-10961.63077
6,-12447.15711
7,-20644.76276
8,-15989.35085
9,-18041.02374
10,-18042.14449